{"formula": "C53H82BF4NO22S4", "method": "ωB97M-V/def2-TZVPD", "lumo_energy_ha": -0.0340, "total_charge": 0, "e_above_lowest_ev": 5.273, "e_homo_ev": -8.14, "elements": ["C", "C", "N", "C", "C", "C", "C", "C", "O", "C", "H", "H", "H", "H", "H", "H", "H", "H", "H", "H", "H", "H", "H", "H", "H", "H", "H", "H", "H", "H", "O", "C", "O", "B", "O", "C", "O", "O", "C", "O", "C", "O", "O", "F", "C", "C", "C", "C", "C", "C", "H", "H", "H", "H", "H", "F", "C", "C", "C", "C", "C", "C", "H", "H", "H", "H", "H", "F", "C", "C", "C", "C", "C", "C", "H", "H", "H", "H", "H", "F", "C", "C", "C", "C", "C", "C", "H", "H", "H", "H", "H", "C", "S", "O", "C", "H", "H", "H", "H", "H", "H", "C", "S", "O", "C", "H", "H", "H", "H", "H", "H", "C", "S", "O", "C", "H", "H", "H", "H", "H", "H", "C", "S", "O", "C", "H", "H", "H", "H", "H", "H", "C", "O", "C", "O", "O", "C", "H", "H", "H", "H", "H", "H", "C", "O", "C", "O", "O", "C", "H", "H", "H", "H", "H", "H", "C", "O", "C", "O", "O", "C", "H", "H", "H", "H", "H", "H"], "positions_angstrom": [[16.89328, -18.34516, -15.50744], [18.11743, -18.95211, -16.16161], [19.48960, -18.18099, -15.98728], [20.64660, -19.12419, -16.32171], [19.51718, -16.93402, -16.95838], [19.35120, -17.27379, -18.49154], [19.61988, -17.61270, -14.53891], [19.82692, -18.59162, -13.33155], [18.79244, -19.58345, -13.23936], [18.90480, -20.55813, -12.17438], [15.99812, -18.85012, -15.87049], [16.67423, -17.31141, -15.77481], [16.95898, -18.49515, -14.42981], [18.03347, -19.18467, -17.22319], [18.27388, -19.86259, -15.58311], [21.55836, -18.54246, -16.18616], [20.57768, -19.42619, -17.36677], [20.68172, -19.88325, -15.54025], [20.42404, -16.38519, -16.70442], [18.66833, -16.41470, -16.51356], [18.39781, -17.71960, -18.77508], [20.12382, -17.92896, -18.89393], [19.45910, -16.39460, -19.12674], [18.87270, -16.87140, -14.25560], [20.52778, -17.02929, -14.69203], [19.83602, -18.01384, -12.40733], [20.79678, -19.06919, -13.47077], [18.07458, -21.25370, -12.05173], [18.90389, -20.00269, -11.23651], [19.86761, -21.06301, -12.25289], [25.68436, -19.16593, -7.30425], [25.31940, -19.14455, -6.11640], [24.11689, -19.50760, -5.61039], [24.24904, -19.49085, -4.12593], [25.50521, -18.76824, -3.82802], [26.17395, -18.62870, -5.00917], [27.28730, -18.16537, -5.27274], [24.32161, -20.84301, -3.50507], [23.27381, -21.00422, -2.68169], [23.09091, -21.97928, -1.95072], [22.58162, -19.61981, -2.57924], [23.15821, -18.81466, -3.42614], [21.55920, -19.37098, -1.95249], [6.65649, -22.48490, -15.08843], [7.33445, -22.54261, -13.89602], [6.59435, -22.70663, -12.68459], [7.33313, -22.63471, -11.44617], [8.70600, -22.36487, -11.45901], [9.40835, -22.04117, -12.66052], [8.71141, -22.22919, -13.84718], [5.51980, -22.77322, -12.77008], [6.84491, -22.75248, -10.49005], [9.28506, -22.33035, -10.54803], [10.45606, -21.79617, -12.56732], [9.27244, -22.04938, -14.75235], [22.99479, -27.63252, -7.69903], [21.94219, -28.27800, -7.13859], [21.74084, -29.59414, -7.40686], [20.69037, -30.33781, -6.91235], [19.80998, -29.65485, -6.07283], [19.98748, -28.29979, -5.77302], [21.07810, -27.60119, -6.29516], [22.50808, -30.06268, -8.00537], [20.56786, -31.40588, -7.01534], [18.99864, -30.17151, -5.58172], [19.24999, -27.78415, -5.17583], [21.26886, -26.53923, -6.24761], [14.61582, -16.95442, -6.57510], [14.01314, -16.40469, -7.59486], [12.60426, -16.55386, -7.71508], [11.93149, -15.94059, -8.76380], [12.69483, -15.11929, -9.59239], [14.08514, -14.95176, -9.48671], [14.71982, -15.52137, -8.39471], [12.08260, -17.18636, -7.01207], [10.88878, -16.17764, -8.91538], [12.20119, -14.49755, -10.32462], [14.62699, -14.18993, -10.02746], [15.76093, -15.30135, -8.21014], [25.00632, -8.31152, -8.52588], [24.70421, -9.60779, -8.70827], [23.38892, -10.06203, -8.75457], [23.03527, -11.40828, -9.06311], [24.04448, -12.29262, -9.34309], [25.41914, -11.90113, -9.20485], [25.68950, -10.56334, -8.91821], [22.55942, -9.40954, -8.52531], [22.03932, -11.82411, -9.10279], [23.84832, -13.30152, -9.67483], [26.24252, -12.53371, -9.50199], [26.71367, -10.22219, -8.95149], [17.99468, -8.25184, -17.51281], [18.48290, -8.38719, -15.71846], [18.07367, -9.83426, -15.40723], [20.32572, -8.49275, -16.05066], [18.46154, -8.97225, -18.18449], [18.11788, -7.23006, -17.87183], [16.92080, -8.40279, -17.40283], [20.51589, -7.57035, -16.59939], [20.62403, -9.29053, -16.73084], [20.97114, -8.55682, -15.17463], [12.53106, -12.74072, -19.83675], [11.11332, -13.88464, -20.12773], [11.74767, -15.26844, -20.02781], [10.33743, -13.51172, -18.52135], [13.15823, -13.15891, -19.04944], [12.11247, -11.76245, -19.60039], [13.09978, -12.60796, -20.75710], [10.12349, -12.44317, -18.54450], [11.05595, -13.56768, -17.70362], [9.45877, -14.12099, -18.30961], [28.76409, -23.05881, -13.37874], [28.87243, -22.65884, -15.15578], [27.57861, -23.01189, -15.85371], [28.82250, -20.86409, -14.78452], [27.77507, -22.76482, -13.02731], [29.45560, -22.51819, -12.73249], [28.77680, -24.14762, -13.32922], [27.97630, -20.66110, -14.12812], [28.68140, -20.43431, -15.77623], [29.80605, -20.48599, -14.50565], [28.15679, -13.36561, -17.87700], [27.72584, -12.78478, -16.13049], [26.52347, -13.67186, -15.78879], [29.15137, -13.58976, -15.34302], [27.31489, -13.03597, -18.48580], [28.37356, -14.43283, -17.92321], [29.04005, -12.75669, -18.06977], [29.82275, -12.98564, -14.73278], [29.76827, -14.07394, -16.10004], [28.79644, -14.37644, -14.67723], [14.32099, -23.03272, -21.46641], [15.03241, -24.24770, -21.14918], [16.37278, -24.27975, -21.19615], [17.13876, -23.36470, -21.46620], [16.67031, -25.50812, -20.89164], [18.02750, -25.98263, -21.02415], [13.51687, -22.85178, -20.75314], [13.84069, -23.15027, -22.43780], [14.93012, -22.13804, -21.59519], [18.11803, -27.05563, -21.19320], [18.52574, -25.91848, -20.05680], [18.57369, -25.42895, -21.78782], [19.21000, -17.66192, -29.69697], [17.89011, -17.99929, -29.15135], [17.35446, -17.44494, -28.10756], [17.97920, -16.73465, -27.28142], [16.00520, -17.74091, -28.17066], [15.19264, -17.02531, -27.29392], [19.26118, -17.98781, -30.73586], [20.01428, -18.21194, -29.20838], [19.42163, -16.59273, -29.68442], [14.30319, -16.87928, -27.90681], [15.69235, -16.10799, -26.98261], [14.89841, -17.55239, -26.38632], [26.79745, -17.61154, -24.18823], [26.40749, -18.99652, -24.37800], [26.41495, -19.76421, -23.32025], [26.54868, -19.36463, -22.17400], [26.29561, -21.04709, -23.77629], [26.44495, -22.12135, -22.87597], [25.98812, -16.93826, -23.90577], [27.14387, -17.27889, -25.16672], [27.71496, -17.60584, -23.59981], [26.27181, -23.02572, -23.45926], [25.61288, -22.15167, -22.17252], [27.44942, -22.19838, -22.45975]]}